# 1
This record from OMol25 describes a cluster of 2 separate species, H2O2P in total in a non-equilibrium geometry. The level of theory is ωB97M-V/def2-TZVPD.

```
! RIJCOSX wB97M-V def2-TZVPD def2/J DEFGRID3
* xyz -1 1
O 1.371 -0.879 1.226
O 2.281 1.566 -1.019
P 0.827 -0.032 0.139
H 0.252 1.057 0.832
H -0.227 -0.728 -0.759
*
```

Summary:
**Gap between HOMO and LUMO (alpha / beta)**: 7.91 / 7.82 eV
**LUMO level (alpha / beta)**: 4.18 / 4.72 eV
**Energy above the lowest of the compared OMol25 structures with the same formula, charge and spin**: 5.362 eV

In elementary charge units, the natural (NBO) charges are: -1.123 -0.942 1.318 -0.116 -0.137

# 2
This record from OMol25 describes an isolated molecule of C4H4O3. The level of theory is ωB97M-V/def2-TZVPD.

```
! RIJCOSX wB97M-V def2-TZVPD def2/J DEFGRID3
* xyz 0 1
C -1.802 0.125 -0.878
C -0.606 0.018 -0.014
O 0.449 -0.403 -0.698
C 1.367 0.085 1.502
O 1.107 0.035 2.660
C 1.571 -0.389 0.148
O 1.940 0.938 0.624
H -2.606 -0.404 -0.353
H -1.723 -0.202 -1.920
H -2.086 1.185 -0.829
H 2.389 -0.988 -0.242
*
```

Summary:
**Gap between HOMO and LUMO**: 9.68 eV
**LUMO level**: 0.46 eV
**Energy above the lowest of the compared OMol25 structures with the same formula, charge and spin**: 4.288 eV

Atom charges from the natural (NBO) analysis, given in e for atoms 1 to 5: -0.782 0.293 -0.487 0.764 -0.507

# 3
This record from OMol25 describes a cluster of 6 separate species, C10H32N2O6 in total in a non-equilibrium geometry. The level of theory is ωB97M-V/def2-TZVPD.

```
! RIJCOSX wB97M-V def2-TZVPD def2/J DEFGRID3
* xyz 0 1
N -1.613 2.506 1.760
C -1.771 1.186 1.778
N -1.374 0.472 0.731
O -2.476 0.536 2.846
H -2.103 3.075 2.380
H -1.004 2.965 1.133
H -1.550 -0.531 0.691
H -1.023 0.950 -0.085
C -1.255 3.987 -1.306
C -0.023 3.961 -0.503
C 1.197 4.368 -1.321
O -0.022 4.624 0.530
H -1.384 2.953 -1.752
H -1.302 4.549 -2.188
H -2.169 4.125 -0.746
H 0.104 2.859 -0.226
H 1.397 3.709 -2.159
H 2.164 4.362 -0.801
H 1.090 5.284 -1.813
H 0.313 5.531 0.429
C 1.116 -3.299 -0.039
C 0.969 -4.254 1.146
C 0.930 -5.743 0.694
O 1.781 -4.192 2.061
H 1.935 -3.744 -0.621
H 1.502 -2.318 0.206
H 0.164 -3.234 -0.557
H -0.022 -3.943 1.492
H 1.860 -6.185 0.272
H 0.212 -5.684 -0.143
H 0.452 -6.348 1.367
H 1.597 -4.891 2.750
C 2.791 1.490 0.815
O 2.700 0.130 0.448
H 3.412 1.671 1.672
H 1.832 1.912 1.061
H 3.171 2.001 -0.086
H 2.609 -0.347 1.287
C -0.205 -0.237 -2.292
O 0.410 0.696 -1.465
H -1.232 0.087 -2.522
H -0.098 -1.247 -1.855
H 0.378 -0.291 -3.266
H 1.217 0.316 -1.050
C -2.996 -2.195 -0.389
O -1.853 -2.219 0.420
H -2.890 -1.359 -1.059
H -3.868 -2.081 0.189
H -3.102 -3.079 -1.052
H -1.968 -2.885 1.138
*
```

Summary:
**Gap between HOMO and LUMO**: 8.75 eV
**LUMO level**: 0.58 eV
**SMILES**: NC(N)=O.CC(C)O.CC(C)O.CO.CO.CO
**Energy above the lowest of the compared OMol25 structures with the same formula, charge and spin**: 2.605 eV

Atom charges from the natural (NBO) analysis, given in e for atoms 1 to 5: -0.817 0.759 -0.844 -0.793 0.408

# 4
This record from OMol25 describes an isolated molecule of C6H3NO in a non-equilibrium geometry. The level of theory is ωB97M-V/def2-TZVPD.

```
! RIJCOSX wB97M-V def2-TZVPD def2/J DEFGRID3
* xyz 0 1
N -3.378 0.301 -0.066
C -2.218 -0.070 0.062
C -0.886 -0.087 0.168
C -0.071 -1.166 0.042
C 1.272 -0.675 -0.120
C 1.413 0.649 0.055
C 0.038 1.182 0.207
O -0.211 2.331 -0.106
H -0.380 -2.200 -0.192
H 1.981 -1.438 -0.112
H 2.440 1.173 0.062
*
```

Summary:
**Gap between HOMO and LUMO**: 7.68 eV
**LUMO level**: -1.87 eV
**SMILES**: N#CC1=CC=CC1=O
**Energy above the lowest of the compared OMol25 structures with the same formula, charge and spin**: 1.198 eV

Atom charges from the natural (NBO) analysis, given in e for atoms 1 to 5: -0.254 0.238 -0.253 -0.095 -0.198

# 5
This record from OMol25 describes a structure of composition C30H34Br27Cl2FN2O4P2S2 in a non-equilibrium geometry. The level of theory is ωB97M-V/def2-TZVPD.

```
! RIJCOSX wB97M-V def2-TZVPD def2/J DEFGRID3
* xyz 0 1
C 4.678 -2.888 2.907
C 5.085 -3.309 1.524
C 5.067 -2.338 0.192
C 6.434 -1.641 -0.472
C 7.902 -1.904 0.231
C 8.794 -0.521 0.318
C 7.982 0.763 0.961
C 7.777 2.019 -0.096
S 7.901 3.718 0.703
O 8.042 3.696 2.246
O 9.098 4.580 0.169
O 6.475 4.646 0.343
C 6.412 -0.664 -1.802
C 4.958 -0.395 -2.526
F 4.873 0.479 -3.727
C 3.607 -1.090 -1.854
C 3.594 -2.032 -0.512
N 2.386 -2.671 0.135
P 2.065 -4.321 -0.459
N 1.520 -5.173 0.846
C 1.162 -1.783 0.109
C 0.154 -1.833 1.436
C -1.217 -0.887 1.569
C -2.228 -0.969 2.899
Cl -1.463 -1.984 4.297
C -3.657 -1.752 2.547
C -3.527 -2.689 1.169
C -1.611 0.127 0.342
P -3.133 1.276 0.249
O -3.777 1.681 1.816
Cl -2.320 3.151 -0.468
C -0.599 0.144 -0.987
C 0.745 -0.786 -1.125
S 1.900 -0.760 -2.647
H 3.836 -3.475 3.474
H 5.299 -1.987 3.369
H 5.410 -4.426 1.391
H 7.814 -2.338 1.328
H 8.493 -2.677 -0.455
H 9.690 -0.757 1.071
H 9.263 -0.293 -0.753
H 6.954 0.449 1.479
H 8.651 1.185 1.851
H 6.715 1.978 -0.638
H 8.567 2.010 -0.987
H 5.956 4.185 -0.406
H 7.353 -0.137 -2.270
H 0.978 -4.385 -1.444
H 3.257 -5.019 -0.925
H 2.159 -5.972 1.049
H 0.463 -2.595 2.302
H -2.410 0.104 3.382
H -3.869 -2.541 3.418
H -4.585 -1.039 2.531
H -3.658 -1.986 0.239
H -4.415 -3.480 1.128
H -2.534 -3.324 1.156
H -4.617 1.140 2.029
H -0.868 0.836 -1.903
C -4.835 2.562 5.578
Br -6.555 2.907 4.737
Br -4.147 0.800 5.122
Br -3.545 3.965 5.191
H -5.001 2.570 6.660
C 6.651 -4.573 -3.340
Br 6.071 -3.779 -1.662
Br 7.102 -3.220 -4.663
Br 8.102 -5.842 -3.078
H 5.801 -5.137 -3.738
C -4.852 8.134 4.435
Br -4.483 7.371 6.186
Br -5.303 6.764 3.129
Br -6.209 9.525 4.523
H -3.927 8.610 4.093
C -6.573 3.225 -1.947
Br -6.457 1.747 -3.206
Br -5.964 2.713 -0.171
Br -5.649 4.807 -2.601
H -7.632 3.487 -1.858
C -7.635 -3.713 -0.038
Br -6.377 -4.749 -1.100
Br -8.092 -4.613 1.625
Br -7.000 -1.900 0.270
H -8.557 -3.634 -0.623
C 8.371 -4.442 4.125
Br 6.904 -4.454 2.848
Br 9.966 -3.607 3.387
Br 7.850 -3.637 5.818
H 8.624 -5.487 4.332
C -10.975 2.563 -3.007
Br -10.860 1.085 -4.266
Br -10.366 2.051 -1.232
Br -10.051 4.145 -3.661
H -12.034 2.826 -2.919
C -2.831 7.424 -3.986
Br -2.463 6.661 -2.235
Br -3.282 6.054 -5.291
Br -4.188 8.815 -3.898
H -1.907 7.900 -4.328
C -11.333 -1.107 -8.303
Br -12.147 0.646 -8.530
Br -9.486 -0.975 -7.707
Br -12.390 -2.250 -7.137
H -11.317 -1.582 -9.289
*
```

Summary:
**Gap between HOMO and LUMO**: 6.99 eV
**LUMO level**: -1.30 eV
**Energy above the lowest of the compared OMol25 structures with the same formula, charge and spin**: 24.666 eV

Atom charges from the Mulliken analysis, given in e for atoms 1 to 5: -0.680 -0.851 0.025 0.420 0.050

# 6
This record from OMol25 describes a structure of composition C23H34BrF16N2O8Si2 in a non-equilibrium geometry. The level of theory is ωB97M-V/def2-TZVPD.

```
! RIJCOSX wB97M-V def2-TZVPD def2/J DEFGRID3
* xyz -1 1
C 9.014 -1.704 1.255
C 7.381 -1.425 1.102
O 7.164 -0.906 -0.264
C 5.779 -1.119 -0.711
C 4.848 0.270 -0.662
O 3.478 -0.161 -0.980
Si 2.320 1.183 -0.725
C 1.081 1.065 -2.226
C -0.492 0.781 -1.734
C -0.837 -0.810 -1.543
F -0.028 -1.494 -0.487
F -0.434 -1.477 -2.838
C -2.470 -1.127 -1.403
F -3.280 -0.156 -2.229
F -2.675 -2.454 -2.035
C -3.036 -0.992 0.129
F -4.408 -0.371 0.014
F -2.190 0.002 0.827
C -3.252 -2.409 0.924
F -4.419 -3.086 0.243
F -2.096 -3.357 0.701
C -3.685 -2.267 2.499
F -4.994 -1.534 2.653
F -3.977 -3.667 2.979
C -2.532 -1.669 3.495
F -2.761 -2.307 4.841
F -1.137 -1.862 3.041
F -2.775 -0.204 3.714
O 3.217 2.673 -0.926
Si 3.362 3.598 0.557
O 4.012 2.699 1.933
C 1.740 4.612 1.006
C 0.876 5.049 -0.328
C -0.543 4.250 -0.515
Br 0.376 7.018 -0.142
C 4.702 4.986 0.180
F 6.001 4.284 -0.084
F 4.268 5.833 -0.966
F 4.748 5.855 1.391
C 1.506 0.918 0.994
O 2.034 -0.071 1.768
O 0.348 1.631 1.553
H 9.104 -2.582 2.055
H 9.410 -2.063 0.198
H 9.547 -0.723 1.631
H 6.867 -2.469 1.306
H 7.085 -0.594 1.873
H 5.221 -1.902 -0.013
H 5.751 -1.526 -1.828
H 5.271 1.020 -1.459
H 4.928 0.747 0.425
H 1.146 2.091 -2.820
H 1.464 0.240 -2.987
H -1.157 1.218 -2.624
H -0.785 1.408 -0.787
H 3.787 3.174 2.802
H 2.148 5.633 1.470
H 1.109 4.109 1.853
H 1.472 4.963 -1.339
H -0.887 3.639 0.422
H -0.445 3.583 -1.495
H -1.403 5.037 -0.765
C 0.653 -6.348 -4.124
O 0.832 -7.194 -4.991
N -0.561 -6.035 -3.550
C -0.688 -5.018 -2.528
C -1.747 -6.745 -3.982
H 1.487 -5.749 -3.723
H -1.093 -5.477 -1.621
H -1.372 -4.242 -2.885
H 0.281 -4.566 -2.300
H -1.609 -7.814 -3.799
H -1.886 -6.586 -5.056
H -2.629 -6.389 -3.441
C -6.760 3.539 1.635
O -5.678 3.646 1.072
N -7.256 2.385 2.202
C -8.550 2.342 2.851
C -6.460 1.176 2.148
H -7.445 4.397 1.733
H -8.412 2.043 3.895
H -9.178 1.608 2.339
H -9.039 3.319 2.819
H -5.505 1.356 2.649
H -6.267 0.923 1.101
H -6.982 0.348 2.636
*
```

Summary:
**Gap between HOMO and LUMO**: 6.71 eV
**LUMO level**: 1.20 eV

Atom charges from the Mulliken analysis, given in e for atoms 1 to 5: -0.853 -0.165 -0.336 -0.550 0.055

# 7
This record from OMol25 describes a cluster of 2 separate species, C3H9NO3 in total in a non-equilibrium geometry. The level of theory is ωB97M-V/def2-TZVPD.

```
! RIJCOSX wB97M-V def2-TZVPD def2/J DEFGRID3
* xyz 1 2
C 1.879 -0.003 -0.847
N 0.767 -0.033 0.081
C 0.038 -1.298 0.283
C -1.303 -0.971 0.914
O -2.280 -0.710 0.055
O -1.402 -0.870 2.102
H 1.708 0.888 -1.476
H 1.871 -0.874 -1.494
H 2.811 0.058 -0.279
H 1.031 0.286 1.012
H 0.547 -1.917 1.036
H 0.070 -1.819 -0.671
H -3.121 -0.690 0.543
H -0.854 3.100 0.160
H -0.738 1.965 -0.660
O -1.025 2.887 -0.759
*
```

Summary:
**Gap between HOMO and LUMO (alpha / beta)**: 11.44 / 6.11 eV
**LUMO level (alpha / beta)**: -3.73 / -9.06 eV
**<S²>**: 0.754
**Energy above the lowest of the compared OMol25 structures with the same formula, charge and spin**: 0.764 eV

Atom charges from the natural (NBO) analysis, given in e for atoms 1 to 5: -0.474 -0.103 -0.371 0.755 -0.642

# 8
This record from OMol25 describes a cluster of 2 separate species, C2H10N2O2 in total. The level of theory is ωB97M-V/def2-TZVPD.

```
! RIJCOSX wB97M-V def2-TZVPD def2/J DEFGRID3
* xyz 0 1
N 2.768 0.233 1.342
C 1.850 -0.402 0.461
O 1.069 0.495 -0.362
H 3.505 0.712 0.842
H 2.346 0.867 1.997
H 2.439 -1.068 -0.161
H 1.103 -0.956 1.038
H 1.491 0.474 -1.227
N -1.955 0.879 0.061
C -2.067 -0.510 -0.217
O -1.822 -0.905 -1.558
H -1.052 1.255 -0.206
H -2.691 1.413 -0.399
H -1.375 -1.087 0.385
H -3.062 -0.842 0.099
H -2.546 -0.559 -2.094
*
```

Summary:
**Gap between HOMO and LUMO**: 10.26 eV
**LUMO level**: 0.84 eV
**SMILES**: NCO.NCO
**Energy above the lowest of the compared OMol25 structures with the same formula, charge and spin**: 0.642 eV

Atom charges from the natural (NBO) analysis, given in e for atoms 1 to 5: -0.838 0.078 -0.754 0.356 0.365

# 9
This record from OMol25 describes a cluster of 2 separate species, C22H28N4O6 in total in a non-equilibrium geometry. The level of theory is ωB97M-V/def2-TZVPD.

```
! RIJCOSX wB97M-V def2-TZVPD def2/J DEFGRID3
* xyz 0 1
O 6.608 1.146 -0.657
C 5.688 1.586 0.018
O 5.889 2.089 1.266
C 4.298 1.580 -0.536
C 3.217 1.979 0.274
C 1.891 2.016 -0.208
C 0.807 2.449 0.702
O -0.356 2.436 0.331
O 1.159 2.853 1.943
C 1.698 1.639 -1.554
N 0.431 1.682 -2.149
C 0.213 1.668 -3.606
C -1.131 2.240 -3.980
C -1.243 3.104 -5.083
C -2.490 3.599 -5.477
C -3.640 3.238 -4.770
C -3.541 2.377 -3.673
C -2.294 1.877 -3.282
C 2.824 1.223 -2.297
N 4.071 1.198 -1.812
H 6.844 2.001 1.417
H 3.432 2.267 1.300
H 0.321 3.097 2.365
H -0.324 2.052 -1.556
H 0.997 2.253 -4.100
H 0.277 0.639 -3.975
H -0.360 3.391 -5.647
H -2.566 4.264 -6.332
H -4.610 3.624 -5.071
H -4.434 2.089 -3.125
H -2.240 1.193 -2.439
H 2.693 0.906 -3.326
C -3.020 -2.131 4.544
N -3.310 -1.762 3.158
C -2.519 -1.895 2.088
O -2.948 -1.577 0.984
C -1.084 -2.426 2.221
N -0.851 -3.469 1.207
C -0.284 -4.650 1.453
C -0.113 -5.576 0.272
O 0.087 -4.999 2.566
C -0.061 -1.275 2.088
C -0.233 -0.242 3.209
C 1.393 -1.768 2.135
H -2.248 -1.479 4.957
H -2.684 -3.169 4.600
H -3.923 -2.026 5.148
H -4.225 -1.388 2.955
H -0.957 -2.867 3.208
H -1.162 -3.270 0.268
H 0.578 -5.125 -0.438
H -1.079 -5.744 -0.199
H 0.292 -6.525 0.623
H -0.214 -0.774 1.132
H 0.535 0.525 3.121
H -1.207 0.242 3.132
H -0.135 -0.725 4.181
H 2.076 -0.920 2.086
H 1.571 -2.324 3.056
H 1.599 -2.414 1.283
*
```

Summary:
**Gap between HOMO and LUMO**: 8.32 eV
**LUMO level**: -0.28 eV
**SMILES**: O=C(O)c1cc(C(=O)O)c(NCc2ccccc2)cn1.CNC(=O)[C@@H](NC(C)=O)C(C)C
**Energy above the lowest of the compared OMol25 structures with the same formula, charge and spin**: 1.138 eV

Atom charges from the natural (NBO) analysis, given in e for atoms 1 to 5: -0.571 0.749 -0.684 -0.007 -0.124

# 10
This record from OMol25 describes a structure of composition C10H14BF5N6OTeZn in a non-equilibrium geometry. The level of theory is ωB97M-V/def2-TZVPD.

```
! RIJCOSX wB97M-V def2-TZVPD def2/J DEFGRID3
* xyz 0 1
H -0.369 3.179 1.658
N -0.054 1.883 0.020
B 0.445 0.689 -2.114
N 0.559 1.939 -1.180
C 1.200 3.119 -1.246
Zn -0.960 -1.275 0.617
H 1.765 3.381 -2.128
C 0.948 3.830 -0.064
H 1.318 4.795 0.201
C 0.110 3.030 0.704
H 0.734 0.992 -3.235
C -1.420 -3.121 1.119
H -1.787 -3.077 2.159
H -0.517 -3.748 1.094
H -2.175 -3.598 0.476
N -0.986 0.071 -2.045
N 1.393 -0.370 -1.483
N -1.582 -0.532 -0.906
N 1.011 -0.981 -0.312
C -1.794 -0.080 -3.104
C 2.659 -0.728 -1.782
H -1.484 0.275 -4.080
H 3.125 -0.330 -2.669
C -2.959 -0.727 -2.697
C 3.087 -1.649 -0.819
C -2.807 -0.958 -1.324
C 2.022 -1.762 0.091
H -3.794 -0.998 -3.308
H 4.028 -2.161 -0.788
H -3.498 -1.433 -0.633
H 1.943 -2.347 1.011
H -0.413 1.019 0.420
F -1.424 1.485 3.822
Te 0.019 0.226 3.739
F 0.314 0.525 5.599
F 1.495 -0.981 3.729
F 1.218 1.666 3.397
F -1.136 -1.239 4.133
O -0.233 -0.011 1.928
*
```

Summary:
**Gap between HOMO and LUMO**: 7.48 eV
**LUMO level**: -1.13 eV
**Energy above the lowest of the compared OMol25 structures with the same formula, charge and spin**: 0.000 eV

Atom charges from the natural (NBO) analysis, given in e for atoms 1 to 5: 0.258 -0.298 0.554 -0.264 0.039